# 1
Computed, not measured: a molecular structure, C19H39IrO3P3 in a non-equilibrium geometry, with wB97M-V/def2-TZVPD.

```
65
C19H39IrO3P3, DFT wB97M-V/def2-TZVPD
P -2.64349 0.44914 -0.22776
C -3.60303 0.62823 1.33055
H -4.67489 0.68893 1.05406
H -3.37387 1.55247 1.89070
H -3.50406 -0.22772 2.01858
C -3.17297 2.04678 -0.91982
H -3.01923 2.12288 -2.00826
H -2.67794 2.92101 -0.44800
H -4.26321 2.16436 -0.73608
C -3.68481 -0.80041 -0.98416
H -4.69982 -0.37623 -1.09459
H -3.76805 -1.69680 -0.34381
H -3.33795 -1.12482 -1.97586
P 0.82978 -2.86669 -0.39607
C 0.65575 -4.08153 0.97763
H 1.20924 -5.00668 0.71577
H -0.39181 -4.37519 1.14737
H 1.06923 -3.72134 1.93238
C 0.06282 -3.96759 -1.64726
H 0.29900 -3.69504 -2.68907
H -1.03892 -4.00772 -1.54995
H 0.42785 -5.01113 -1.50097
C 2.62484 -3.12190 -0.62644
H 2.81937 -4.19202 -0.85876
H 3.18876 -2.89242 0.29798
H 3.06815 -2.52437 -1.43963
P 2.01424 1.67057 0.59756
C 2.56381 1.82702 2.33750
H 3.14713 2.76503 2.42973
H 3.23587 1.00573 2.63236
H 1.74801 1.88270 3.07799
C 3.66249 1.67567 -0.13083
H 4.27995 2.42682 0.40087
H 3.66597 1.93675 -1.19863
H 4.16259 0.69767 -0.01149
C 1.40393 3.38854 0.45421
H 2.26044 4.07404 0.63007
H 0.64183 3.63933 1.22125
H 0.97520 3.64578 -0.52977
Ir 0.09167 -0.57142 0.30590
C -1.21639 -1.60468 1.09981
O -1.92383 -2.33075 1.70780
C 1.39578 -0.94169 1.56349
O 2.11182 -1.34454 2.41334
C 1.84816 0.27440 -2.97024
C 1.20231 1.50717 -2.87501
C -0.20531 1.56946 -2.97971
C -0.92759 0.43407 -3.34686
C -0.27077 -0.81405 -3.43961
C 1.11902 -0.87912 -3.33779
H 2.94408 0.20783 -2.88910
H 1.77510 2.45102 -2.86759
H -0.70134 2.54924 -2.89891
H -1.96780 0.51216 -3.70819
H -0.85588 -1.70211 -3.72407
H 1.67475 -1.76802 -3.68339
C -1.08374 1.98222 3.76347
C -0.77327 0.77115 2.98469
O -0.51891 1.17599 1.61662
H -0.25455 2.67758 3.74443
H -1.22675 1.62705 4.77108
H -1.99713 2.45158 3.42090
H 0.14454 0.25645 3.29943
H -1.57654 0.01982 2.95503
H -0.96962 1.96937 1.24512
```

Its expectation value of S² is 8.7814. Its spin multiplicity is 6. For the largest force on an atom, the calculation gives 8.037 eV Å⁻¹. The total charge is +4. The HOMO-LUMO gap (alpha / beta) comes out at 0.2551 / 0.2169 Eh. The calculated total energy comes out at -57133.81558 eV.

These are the Löwdin partial charges, in e, on atoms 1 to 2: 0.905 -0.199



# 2
Computed, not measured: a molecular structure, C8H12CrN2O4 in a non-equilibrium geometry, with wB97M-V/def2-TZVPD.

```
27
C8H12CrN2O4, DFT wB97M-V/def2-TZVPD
O -0.00093 1.84362 -5.55488
C -0.00310 1.27666 -4.54824
Cr -0.00980 0.44533 -2.80843
C 1.47442 -0.63051 -3.37996
C -1.48637 -0.62784 -3.37449
O 2.44801 -1.26505 -3.54586
O -2.46478 -1.26441 -3.54293
C -2.34028 0.15169 0.33577
N -1.15701 0.07396 1.16006
C -1.39078 0.08427 2.58345
C 0.02171 0.05586 0.51055
O 0.01477 0.14914 -0.76462
N 1.19200 -0.07696 1.16500
C 1.48623 -0.09660 2.56551
C 2.32980 -0.14673 0.33645
H -3.16812 0.19033 1.03317
H -2.38320 -0.73087 -0.30249
H -2.27028 1.05451 -0.27161
H -1.18248 -0.82586 3.17020
H -1.07008 0.96421 3.16292
H -2.46826 0.15512 2.67890
H 2.00734 -1.00443 2.85144
H 2.12520 0.73501 2.84250
H 0.60694 -0.03286 3.17324
H 2.23338 -1.04256 -0.29051
H 2.34315 0.77157 -0.26507
H 3.11254 -0.20662 1.07992
```

Its expectation value of S² is 6.1054. Its spin multiplicity is 5. For the largest force on an atom, the calculation gives 6.895 eV Å⁻¹. The total charge is +2. The HOMO-LUMO gap (alpha / beta) comes out at 0.2863 / 0.1075 Eh. The calculated total energy comes out at -48061.38693 eV.

These are the Löwdin partial charges, in e, on atoms 1 to 2: 0.224 -0.060



# 3
Computed, not measured: a molecular structure, C38H44ClF3InN6O4S2, with wB97M-V/def2-TZVPD.

```
99
C38H44ClF3InN6O4S2, DFT wB97M-V/def2-TZVPD
In -0.60321 -0.01467 -0.15528
Cl -6.26313 4.45163 2.49833
C -4.79949 3.63008 1.98588
C -3.55634 4.04919 2.49385
C -2.39959 3.42772 2.11131
C -2.41265 2.33231 1.19647
O -1.31077 1.79236 0.84279
C -3.68294 1.92932 0.71132
C -3.81523 0.78351 -0.13988
O -2.92774 0.00093 -0.46215
C -4.85858 2.58948 1.10766
H -3.52696 4.87644 3.19216
H -1.43584 3.74415 2.48964
H -4.83213 0.58902 -0.52201
H -5.81270 2.25416 0.71658
F -1.64229 3.51401 -2.47494
C -1.11899 2.78657 -3.46690
F -2.15297 2.26587 -4.16719
F -0.47231 3.62524 -4.28429
C -0.20714 1.63959 -2.96859
O 0.76304 1.35754 -3.64477
O -0.65973 1.10439 -1.91322
N -3.63741 -0.89475 2.55781
C -3.45740 -1.87715 3.12344
C -3.06822 -3.14167 3.70228
C -3.30446 -3.41173 5.04676
C -2.90851 -4.63057 5.57383
C -2.28046 -5.56784 4.76224
C -2.04079 -5.28838 3.42293
C -2.43392 -4.07343 2.88581
H -3.78636 -2.66640 5.66496
H -3.08545 -4.84692 6.61913
H -1.97386 -6.51976 5.17660
H -1.54186 -6.01388 2.79452
H -2.24298 -3.82969 1.84699
C -4.06649 -4.88797 -3.68687
C -3.27507 -3.63385 -3.44121
C -3.29615 -2.57307 -4.34016
C -2.50160 -1.48713 -4.02988
N -1.77012 -1.42667 -2.92515
C -1.86062 -2.46345 -2.09173
S -0.95752 -2.42523 -0.58330
N -2.56583 -3.58398 -2.31916
H -4.01888 -5.18480 -4.73517
H -5.11692 -4.72749 -3.43364
H -3.68278 -5.69004 -3.06041
H -3.89094 -2.60512 -5.24303
H -2.43282 -0.63007 -4.69343
C 1.50530 -1.57833 -3.57414
N 2.75920 -0.85431 -3.47975
C 3.38358 -0.55044 -4.75313
C 3.34122 -0.63642 -2.28406
S 2.84231 -1.44035 -0.89641
N 4.32370 0.32147 -2.25181
C 4.10566 1.60573 -2.91685
C 5.14708 0.44371 -1.06083
H 0.96496 -1.20643 -4.44341
H 0.89676 -1.40988 -2.69002
H 1.67955 -2.65533 -3.66827
H 3.21000 -1.39175 -5.42768
H 4.45653 -0.42942 -4.62602
H 2.96497 0.34830 -5.21279
H 3.11813 1.64098 -3.36899
H 4.86525 1.80797 -3.67820
H 4.15553 2.39122 -2.16184
H 5.38993 -0.53917 -0.66713
H 4.63353 1.01387 -0.27899
H 6.06558 0.96289 -1.34357
C 2.02207 4.26896 -1.33402
C 2.36462 3.35216 -0.18383
C 3.40427 3.65513 0.69553
C 3.61141 2.83798 1.79839
C 4.72430 3.13530 2.77476
C 2.80027 1.72876 2.01690
C 1.76183 1.36098 1.13200
C 1.59114 2.22972 0.03194
N 0.97463 0.23620 1.26227
C 0.91511 -0.45725 2.56790
C -0.02169 -1.64659 2.41434
C 2.28539 -1.05951 2.98577
C 0.35053 0.45332 3.66394
H 2.78054 5.04356 -1.45888
H 1.06234 4.76082 -1.15793
H 1.93064 3.72392 -2.27596
H 4.02820 4.52806 0.53067
H 5.25107 4.05131 2.50420
H 5.45436 2.32267 2.79947
H 4.33803 3.25513 3.78972
H 2.99766 1.14657 2.90039
H 0.77252 2.07550 -0.65353
H 0.35633 -2.33364 1.65501
H -1.03444 -1.33477 2.14744
H -0.09336 -2.19048 3.35890
H 2.91895 -1.18673 2.10666
H 2.14011 -2.04008 3.44615
H 2.81642 -0.44893 3.71511
H -0.66272 0.76624 3.40116
H 0.95713 1.35112 3.78769
H 0.31859 -0.07752 4.62083
```

For the largest force on an atom, the calculation gives 0.538 eV Å⁻¹. The total charge is -1. The HOMO-LUMO gap comes out at 0.2407 Eh. The calculated total energy comes out at -104775.15220 eV.

These are the Löwdin partial charges, in e, on atoms 1 to 2: 0.669 0.595



# 4
Computed, not measured: C4H9NO in the gas phase in a non-equilibrium geometry, with wB97M-V/def2-TZVPD.

```
15
C4H9NO, DFT wB97M-V/def2-TZVPD
C -0.32043 1.88370 -0.00843
N 0.41672 0.70887 -0.39540
C -0.19245 -0.37947 -0.14927
C -1.53893 -0.39312 0.49312
O 0.42766 -1.56973 -0.27141
C 1.83847 -1.48089 -0.47753
H 0.32077 2.76482 -0.10732
H -1.24741 2.02897 -0.58265
H -0.71321 1.75227 1.06233
H -2.29919 0.12330 -0.10199
H -1.88118 -1.39460 0.76923
H -1.39844 0.35959 1.33960
H 2.07330 -0.96846 -1.41366
H 2.20333 -2.50823 -0.49882
H 2.31099 -0.92700 0.34221
```

For the largest force on an atom, the calculation gives 1.875 eV Å⁻¹. The HOMO-LUMO gap comes out at 0.3850 Eh. The calculated total energy comes out at -7830.53154 eV. As for the SMILES: C/N=C(\C)OC.

These are the Löwdin partial charges, in e, on atoms 1 to 2: -0.154 0.030